The following is a quantum chemistry calculation of a 2-piece molecular cluster, C15H35N3O2P overall in a non-equilibrium geometry, from the Open Molecules 2025 dataset.

Structure (XYZ):
```
56
Properties=species:S:1:pos:R:3:forces:R:3
C 5.234 -1.082 1.352 -0.09 -0.20 -0.22
C 4.236 -1.114 0.180 0.31 0.32 -0.07
C 3.999 0.261 -0.474 -0.16 -0.46 0.51
C 2.630 0.326 -1.148 0.33 0.23 -0.42
C 2.116 1.735 -1.445 0.26 0.14 0.27
C 1.901 2.606 -0.198 -0.57 -0.27 -0.16
C 0.447 2.605 0.276 0.17 0.66 0.56
C -0.493 3.410 -0.626 0.00 -0.59 -0.68
C -1.878 2.783 -0.875 0.18 0.41 0.51
C -2.548 2.115 0.352 -0.43 0.07 -1.00
C -3.083 0.704 0.038 -0.12 0.12 0.92
C -2.182 -0.446 0.499 -0.41 -0.39 -0.89
C -0.957 -0.659 -0.408 0.56 -0.18 0.97
N -1.143 -1.838 -1.330 -0.84 1.20 -1.24
C -2.419 -1.972 -1.761 -0.04 -0.74 0.73
N -2.775 -1.813 -3.081 0.16 -0.47 -0.01
N -3.318 -2.241 -0.827 -0.39 1.79 -0.42
C -3.007 -1.758 0.544 1.01 -0.89 -0.15
P -2.116 -3.086 1.498 -0.37 -0.42 0.77
O -2.598 -3.185 2.887 0.10 0.25 0.29
H 6.086 -1.730 1.165 0.14 0.04 0.01
H 4.767 -1.437 2.266 -0.02 0.04 0.12
H 5.600 -0.073 1.532 0.09 0.05 0.03
H 4.590 -1.790 -0.598 -0.09 -0.21 0.04
H 3.286 -1.504 0.543 -0.14 -0.06 -0.04
H 4.795 0.448 -1.194 0.01 0.15 -0.12
H 4.106 1.017 0.303 -0.15 0.14 0.00
H 1.907 -0.233 -0.550 -0.06 0.04 0.14
H 2.727 -0.196 -2.104 -0.20 -0.19 -0.03
H 1.175 1.662 -2.001 0.00 0.06 -0.12
H 2.828 2.239 -2.099 0.03 -0.09 -0.17
H 2.510 2.247 0.628 0.24 0.08 -0.01
H 2.185 3.635 -0.409 0.12 0.09 0.08
H 0.109 1.582 0.449 -0.04 -0.11 -0.18
H 0.437 3.070 1.264 -0.08 -0.13 0.14
H -0.013 3.489 -1.605 -0.03 0.15 -0.08
H -0.606 4.435 -0.285 0.05 0.03 0.29
H -1.820 2.089 -1.716 0.09 -0.22 0.03
H -2.535 3.581 -1.216 -0.07 -0.01 -0.18
H -1.916 2.129 1.235 0.12 -0.17 0.04
H -3.425 2.710 0.595 0.01 0.12 0.20
H -4.033 0.591 0.565 -0.05 -0.06 0.05
H -3.337 0.623 -1.021 0.13 -0.01 -0.16
H -1.842 -0.277 1.519 0.02 0.20 0.09
H -0.713 0.204 -1.022 -0.26 0.11 -0.06
H -0.082 -0.820 0.215 0.12 -0.34 -0.13
H -0.590 -1.755 -2.178 0.51 0.04 0.34
H -2.888 -0.870 -3.412 0.24 0.04 -0.13
H -2.978 -2.563 -3.718 -0.22 -0.14 0.16
H -4.266 -2.063 -1.140 -0.05 -0.33 0.05
H -3.945 -1.583 1.059 -0.12 -0.22 0.12
H -0.744 -2.789 1.386 -0.06 0.00 -0.29
H -2.322 -4.294 0.800 0.18 0.29 -0.44
O -0.107 -2.759 5.002 0.02 -0.07 -0.15
H -0.743 -3.200 4.427 -0.19 0.07 0.04
H -0.247 -3.163 5.863 0.04 0.03 0.05
```
Positions in Å, forces in eV/Å.

Computed properties:
HOMO energy	-13.10	eV
net charge	+1
LUMO energy	-4.20	eV
multiplicity	1
gap between HOMO and LUMO	0.3268	Eh